Molecular formula: C28H28CoN9OS2Si
Method: DFT, ωB97M-V/def2-TZVPD

```
70
Properties=species:S:1:pos:R:3:forces:R:3:lowdin_spin:R:1
Co 0.175798 -1.113597 0.802269 -0.11 -0.17 -0.07 1.226
N -3.186751 0.397802 3.159566 0.00 0.02 0.03 0.000
C -2.676164 0.338374 1.919659 -0.04 -0.05 -0.01 0.001
N -1.500479 -0.231124 1.970309 0.06 0.06 0.01 0.025
C -1.328430 -0.500757 3.287855 0.00 0.01 -0.01 -0.001
N -2.331216 -0.132252 4.057806 -0.01 -0.05 -0.01 -0.002
C -0.108842 -1.186609 3.710516 -0.03 0.02 -0.01 -0.009
C 0.215394 -1.433697 5.036369 0.03 -0.01 0.00 0.002
N 1.322651 -2.077368 5.382475 0.01 0.00 -0.01 -0.013
C 2.105690 -2.469384 4.377787 -0.01 0.02 0.01 0.001
C 1.796365 -2.230664 3.049988 0.03 -0.02 0.03 -0.011
N 0.680300 -1.589355 2.706238 -0.02 -0.02 -0.09 -0.007
H -4.064565 0.779568 3.462559 0.01 0.03 -0.01 0.001
H -3.167938 0.719047 1.039585 0.00 -0.02 0.01 0.000
H -0.446886 -1.098040 5.824930 0.00 0.00 0.00 0.001
H 3.016054 -2.995858 4.636819 0.00 0.00 0.00 0.000
H 2.438582 -2.557989 2.242581 -0.01 0.01 0.00 0.000
S -0.651191 -0.409356 -1.183751 0.09 0.02 0.08 -0.027
C 0.659491 -0.694770 -2.293415 -0.01 -0.01 0.03 -0.003
C 0.487704 -0.348403 -3.634779 0.00 0.02 -0.03 -0.002
C 1.498570 -0.487659 -4.576632 0.02 0.01 0.03 -0.001
C 1.269221 -0.066687 -5.926161 -0.03 -0.04 -0.03 0.000
N 1.057771 0.283499 -7.002476 0.01 0.02 0.01 0.000
C 2.736385 -1.014415 -4.171417 -0.02 -0.01 0.01 -0.002
C 2.913467 -1.384449 -2.845007 0.01 0.00 -0.02 0.001
C 1.909954 -1.240713 -1.879119 -0.04 0.01 0.00 0.002
S 2.240351 -1.683455 -0.235212 0.03 -0.02 -0.01 0.023
C 3.818990 -1.164205 -5.098927 0.00 -0.02 -0.01 0.000
N 4.702069 -1.287902 -5.826787 0.00 0.01 0.00 -0.001
H -0.466351 0.059660 -3.944864 0.00 -0.01 0.00 0.000
H 3.866214 -1.794893 -2.536362 0.01 0.01 0.00 0.002
C 0.632595 4.327271 -1.707085 0.01 0.05 -0.01 0.000
N 0.722680 2.940617 -1.273486 -0.02 -0.05 0.02 -0.001
N 0.379744 2.749624 0.074261 0.01 -0.01 0.00 0.000
C 1.262090 1.827853 0.663089 0.03 0.03 0.08 0.001
O 1.099739 1.320586 1.764741 -0.08 0.16 -0.06 0.004
C 2.300657 1.637805 -0.325006 0.02 0.02 -0.09 0.000
C 1.943387 2.296269 -1.441842 -0.01 -0.03 0.02 -0.001
C 2.652385 2.381849 -2.747409 0.04 0.04 0.02 0.000
C -0.952589 2.969472 0.467681 0.01 -0.01 -0.05 0.000
C -1.991966 2.881981 -0.455930 0.06 0.01 0.01 -0.001
C -3.283946 3.200412 -0.065367 -0.01 0.00 0.02 0.000
C -3.551464 3.576069 1.245696 -0.02 0.02 -0.02 0.000
C -2.514630 3.623367 2.168941 0.02 -0.01 0.01 0.000
C -1.215383 3.326506 1.786288 -0.01 0.01 0.05 0.000
H -0.391320 4.679484 -1.596409 0.00 -0.01 0.01 0.000
H 0.898580 4.374579 -2.760494 -0.01 -0.01 0.00 0.000
H 1.300700 4.976918 -1.129455 0.00 -0.01 0.00 0.000
H 3.123830 0.957442 -0.204469 0.00 -0.03 0.02 0.000
H 3.413995 1.605773 -2.794103 -0.01 0.01 0.01 0.000
H 3.140116 3.351887 -2.873113 -0.01 -0.01 -0.02 0.000
H 1.960905 2.229532 -3.576451 -0.01 0.00 0.01 0.000
H -1.768923 2.544441 -1.458954 -0.02 0.00 0.00 0.000
H -4.087806 3.142521 -0.788902 0.01 0.00 0.00 0.000
H -4.560385 3.834079 1.543878 0.00 0.00 0.00 0.000
H -2.713752 3.907095 3.195234 0.01 0.00 0.00 0.000
H -0.398052 3.367056 2.492754 -0.01 0.00 0.00 0.000
C -2.762936 -2.944843 0.601039 0.00 -0.02 -0.02 -0.020
Si -0.871316 -3.076988 0.416236 0.05 0.02 0.08 -0.134
C -0.570638 -3.889233 -1.263212 -0.02 0.00 0.01 -0.014
C -0.379361 -4.432482 1.669824 -0.02 -0.01 -0.02 -0.029
H -3.249449 -3.897469 0.366192 -0.01 0.01 0.00 -0.004
H -3.152930 -2.184368 -0.080874 -0.01 0.00 0.00 0.000
H -3.045806 -2.665983 1.620873 0.00 -0.01 0.00 0.000
H -1.048038 -4.874406 -1.302512 0.00 0.00 0.00 -0.002
H 0.499803 -4.016149 -1.438039 0.01 0.00 0.00 0.000
H -0.972262 -3.275472 -2.071303 0.00 0.00 -0.01 0.000
H -0.898659 -5.369393 1.441500 0.00 0.00 0.01 -0.005
H -0.627204 -4.156474 2.699646 0.00 0.00 -0.01 0.000
H 0.695403 -4.631577 1.624141 0.00 0.01 0.00 0.000
```
Forces are in eV/Å.

Results
HOMO energy (alpha / beta): -0.127 / -0.141 Ha
Charge: -1
ΔE to the lowest compared entry with this formula, charge and spin: 55.3 kJ/mol
Spin multiplicity: 2
DFT total energy: -4120.61007 a.u.

Molecular formula: C28H28MnN3O6P
Method: DFT, ωB97M-V/def2-TZVPD

```
67
Properties=species:S:1:pos:R:3:forces:R:3:lowdin_spin:R:1
Mn -0.351234 0.203337 0.215024 -1.51 0.29 -0.54 3.877
O -7.260602 -0.189117 0.914759 -0.03 0.24 -0.15 0.002
C -6.729214 0.929871 0.983932 0.14 -0.10 0.60 0.000
O -7.131311 2.085666 1.157509 -0.02 -0.18 -0.26 0.003
C -5.198792 0.820914 0.940666 -0.11 0.00 -0.23 0.005
C -4.505048 0.089987 1.905500 -0.09 0.01 0.03 0.000
C -3.142760 -0.048385 1.815763 0.05 0.29 -0.29 0.007
N -2.418619 0.469256 0.805813 0.27 -0.03 0.11 0.017
C -3.095449 1.185754 -0.126955 -0.06 -0.26 0.44 0.006
C -4.445454 1.402331 -0.086531 -0.05 0.02 0.06 0.000
C -2.251805 1.706358 -1.219247 0.44 -0.28 0.18 0.008
O -2.598593 2.401512 -2.117585 -0.08 0.26 -0.34 0.004
O -0.963331 1.287975 -1.096756 -0.13 0.19 -0.24 -0.010
H -5.043554 -0.386311 2.715398 -0.03 0.02 -0.06 0.000
H -2.609696 -0.602650 2.564775 0.01 -0.05 0.05 0.001
H -4.905546 2.011812 -0.853610 -0.06 -0.02 0.03 0.000
N 2.151033 0.310763 2.036291 -0.09 0.09 -0.18 -0.004
P 1.066123 -0.961061 1.726136 0.80 -0.34 0.73 -0.014
C 0.752463 -1.662928 3.353202 -0.17 -0.01 -0.04 -0.002
C 1.773730 -2.363042 4.000893 -0.03 -0.07 0.02 -0.001
C 1.573545 -2.821673 5.291551 0.02 -0.01 0.03 0.000
C 0.362510 -2.592904 5.937005 0.02 -0.02 0.00 0.000
C -0.648386 -1.887259 5.302304 0.02 0.01 -0.01 0.000
C -0.448300 -1.416005 4.012826 0.24 -0.06 0.12 0.000
C 2.058722 -2.194276 0.867373 -0.04 -0.02 -0.03 -0.001
C 3.055473 -1.794064 -0.021300 0.00 -0.05 0.05 -0.003
C 3.775227 -2.746116 -0.725433 -0.03 -0.02 -0.01 0.000
C 3.491652 -4.096157 -0.556052 0.00 0.00 0.00 -0.003
C 2.492344 -4.497667 0.321833 0.00 0.00 -0.02 0.000
C 1.772328 -3.549167 1.033240 0.01 -0.01 -0.05 -0.003
C 1.804346 1.628039 1.790865 -0.10 0.01 -0.01 0.007
C 2.567664 2.686021 2.272904 0.08 0.05 0.08 -0.001
C 2.162828 3.972126 1.993455 0.01 0.03 0.01 0.007
C 1.011661 4.192207 1.236967 0.06 0.09 0.07 0.000
C 0.316771 3.104557 0.785126 -0.03 -0.08 0.04 0.006
N 0.701002 1.836949 1.057348 0.12 -0.25 -0.23 0.009
H 2.925080 0.152635 2.665409 0.04 0.05 0.00 -0.001
H 2.712308 -2.564961 3.496498 -0.03 0.00 0.03 0.000
H 2.362812 -3.363818 5.795916 -0.02 0.00 -0.01 0.000
H 0.210570 -2.966274 6.941520 0.01 0.02 -0.02 0.000
H -1.584984 -1.698877 5.810654 0.02 0.00 -0.02 0.000
H -1.209301 -0.832218 3.530272 -0.09 0.10 0.00 0.000
H 3.275835 -0.741776 -0.154474 0.02 -0.01 0.01 0.000
H 4.558764 -2.435897 -1.404718 -0.01 -0.01 0.02 0.000
H 4.056721 -4.838827 -1.104979 -0.01 0.02 0.02 0.000
H 2.282260 -5.550328 0.462256 0.00 0.03 -0.01 0.000
H 1.002652 -3.865196 1.727888 0.03 -0.01 -0.01 0.000
H 3.456838 2.485753 2.855702 -0.02 0.02 0.00 0.000
H 2.739477 4.808684 2.366740 -0.01 -0.02 -0.02 0.000
H 0.665672 5.187797 1.001051 0.02 -0.02 0.02 0.000
H -0.572923 3.215805 0.183948 0.04 -0.02 0.00 0.000
C -1.905767 -2.848444 0.700032 -0.01 -0.05 -0.09 0.003
O -1.223084 -1.940948 -0.175399 0.16 -0.05 0.02 0.039
C -0.768901 -2.582725 -1.364966 -0.09 -0.10 0.10 0.002
C -0.278986 -1.512625 -2.281547 0.01 0.11 -0.21 0.003
O 0.647105 -0.701001 -1.549939 0.17 0.16 0.23 0.026
C 1.306249 0.250670 -2.406163 0.05 -0.03 -0.05 0.004
H -1.366714 -3.797606 0.745908 0.01 0.02 -0.01 0.000
H -2.920910 -3.018167 0.341847 -0.02 0.00 -0.01 0.000
H -1.940662 -2.408812 1.690110 0.01 0.01 0.02 0.000
H -1.588827 -3.120749 -1.845200 -0.05 -0.03 0.03 0.001
H 0.027694 -3.287943 -1.115836 0.03 -0.04 0.02 0.000
H -1.097970 -0.885957 -2.642956 -0.01 0.06 0.00 0.000
H 0.223882 -1.966398 -3.135671 0.09 0.04 -0.06 0.001
H 0.575180 0.881598 -2.907684 -0.02 0.00 0.01 0.000
H 1.909761 -0.288088 -3.134968 0.04 -0.05 0.00 0.000
H 1.948220 0.867534 -1.781240 0.00 0.00 0.03 0.001
```
Forces are in eV/Å.

Results
HOMO energy (alpha / beta): -0.355 / -0.354 Ha
Charge: +1
Spin multiplicity: 5
DFT total energy: -3191.64597 a.u.

Molecular formula: C28H28N10O3Re
Method: DFT, ωB97M-V/def2-TZVPD

```
70
Properties=species:S:1:pos:R:3:forces:R:3:lowdin_spin:R:1
Re 0.070505 1.511277 0.552326 -0.32 -0.21 -0.02 2.337
C 2.716717 2.040192 -2.869126 0.00 0.08 -0.10 -0.004
C 1.754241 2.315864 -1.894506 0.02 -0.14 0.23 0.031
N 1.708832 1.640886 -0.754918 0.24 0.12 -0.22 0.003
C 2.616764 0.638987 -0.520571 -0.32 0.49 -0.09 0.015
C 3.585172 0.288667 -1.454562 0.24 -0.10 -0.25 0.000
C 3.612773 1.027883 -2.660284 0.16 -0.12 -0.07 0.025
C 4.479931 -0.759096 -1.117604 0.06 0.04 -0.07 0.026
C 4.369753 -1.368225 0.098187 -0.10 -0.03 0.24 -0.004
C 3.382972 -0.979762 1.048654 0.35 -0.34 0.01 0.031
C 2.511599 0.022449 0.741261 -0.07 0.23 0.44 0.005
N 1.509844 0.607267 1.544581 -0.24 -0.20 0.12 0.108
C 1.650743 0.981085 2.902198 0.26 -0.21 -0.49 0.003
C 2.272219 0.312115 3.913010 0.19 -0.21 0.43 0.032
C 2.339942 0.897393 5.208279 0.08 -0.25 -0.13 -0.005
C 1.805020 2.122153 5.473394 -0.04 0.12 0.07 0.027
C 1.164460 2.839591 4.431455 -0.02 0.17 0.30 0.000
C 0.591658 4.125342 4.564009 0.04 0.02 0.18 0.028
C 0.019792 4.742198 3.481623 -0.01 0.10 0.05 -0.004
C -0.013635 4.076427 2.255394 0.17 -0.25 -0.06 0.032
N 0.505288 2.864230 2.105478 0.06 0.41 0.18 0.006
C 1.099261 2.245115 3.174272 -0.22 0.32 -0.42 0.014
H 2.719923 2.621422 -3.781115 0.02 -0.03 0.05 -0.001
H 1.005736 3.082453 -2.049776 -0.04 -0.05 0.01 0.005
H 4.352704 0.786077 -3.417993 -0.06 0.03 0.10 0.001
H 5.257913 -1.044007 -1.817527 -0.09 0.00 0.05 0.001
H 5.057673 -2.162309 0.364627 -0.06 0.07 0.00 -0.001
H 3.348462 -1.481983 2.006458 0.01 0.01 -0.14 0.002
H 2.712118 -0.664091 3.756991 -0.06 0.11 0.06 0.002
H 2.830794 0.343557 6.000430 -0.03 0.04 -0.09 -0.001
H 1.865877 2.556316 6.465569 0.00 -0.04 -0.10 0.001
H 0.613819 4.621361 5.530165 0.01 -0.05 -0.10 0.001
H -0.417745 5.728710 3.556991 0.04 -0.05 0.01 -0.001
H -0.472347 4.531566 1.386455 -0.05 -0.05 0.00 0.005
N -0.992500 -1.302498 0.580130 0.00 0.26 -0.26 0.039
C -1.136792 -1.579154 -0.858722 -0.03 -0.21 0.59 0.004
C -2.607738 -1.845525 -1.238123 -0.02 -0.12 -0.26 0.000
C -3.093971 -1.539034 -2.657957 0.03 -0.07 -0.08 0.000
C -2.408907 -2.186974 -3.857958 0.11 -0.25 0.01 0.000
N -1.889832 -3.549543 -3.636606 -0.38 0.15 0.01 0.000
C -0.610321 -3.883430 -3.657006 0.68 0.15 -0.04 0.000
N 0.328712 -2.943980 -3.580688 0.14 -1.76 -0.53 0.000
N -0.261210 -5.176143 -3.723303 -0.13 -0.09 0.00 0.000
C -0.576234 -0.442429 -1.663449 -0.31 1.36 0.45 0.015
O -0.114982 -0.610279 -2.774069 0.01 1.27 0.27 0.006
O -0.681750 0.767209 -1.110152 0.31 -1.04 -0.37 0.092
H -0.742807 -2.128635 1.108151 0.06 -0.01 -0.06 0.001
H -1.875852 -0.962352 0.947811 0.02 -0.13 0.04 0.000
H -0.500281 -2.426315 -1.107400 -0.08 -0.21 0.02 0.001
H -3.216567 -1.204068 -0.602622 0.01 -0.13 0.10 0.000
H -2.838453 -2.872495 -0.947151 0.00 -0.01 -0.04 0.000
H -3.041465 -0.459675 -2.820384 -0.09 -0.19 -0.06 0.000
H -4.153504 -1.794870 -2.680392 -0.05 0.01 0.06 0.000
H -1.588644 -1.568038 -4.204439 -0.01 -0.10 -0.08 0.000
H -3.114808 -2.253807 -4.682444 -0.05 0.04 -0.05 0.000
H -2.556892 -4.303761 -3.624005 -0.06 -0.02 -0.02 0.000
H 0.097101 -1.986472 -3.350087 -0.04 0.63 0.18 0.000
H 1.297561 -3.193496 -3.677638 -0.03 -0.11 -0.06 0.000
H -0.938803 -5.876090 -3.971483 0.00 -0.02 -0.03 0.000
H 0.704851 -5.444804 -3.777952 0.03 0.01 0.04 0.000
N -3.233741 1.020326 2.954184 -0.19 -0.11 0.02 0.003
C -2.901063 1.203248 1.667891 1.29 0.23 0.61 0.010
O -1.655478 1.657197 1.512973 -0.81 -0.07 -0.28 0.094
C -3.762940 0.916718 0.648539 -0.70 -0.18 -0.87 0.007
C -5.031758 0.323125 0.986606 0.13 0.15 -0.36 0.001
N -6.029786 -0.185616 1.261325 0.34 0.14 0.03 0.003
C -3.468920 1.206405 -0.726821 -0.24 0.17 0.30 0.002
N -3.252331 1.414731 -1.841181 -0.23 0.22 0.51 0.002
H -2.595822 1.303769 3.673990 0.08 0.01 0.01 0.000
H -4.182852 0.795644 3.206606 -0.02 -0.01 0.04 0.000
```
Forces are in eV/Å.

Results
HOMO energy (alpha / beta): -0.480 / -0.491 Ha
Charge: +2
ΔE to the lowest compared entry with this formula, charge and spin: 104.1 kJ/mol
Spin multiplicity: 4
DFT total energy: -1934.94865 a.u.

Q: Which of these has the highest charge?
A: C28H28N10O3Re